This record from the Open Molecules 2025 dataset describes a structure of composition C12H44AsF6N10O9. The level of theory is wB97M-V/def2-TZVPD.

```
82
Properties=species:S:1:pos:R:3:forces:R:3
As -12.760250 -16.288290 16.202770 -0.820 -1.172 0.565
F -12.065450 -14.830250 16.937030 0.957 1.804 0.818
F -11.243420 -16.616470 15.300240 2.101 -0.251 -1.055
F -13.501080 -17.812000 15.475940 -0.575 -1.427 -0.905
F -14.268750 -16.211310 17.165290 -1.229 0.687 0.261
F -13.303570 -15.178500 14.857330 -0.940 1.072 -1.229
F -12.087000 -17.174300 17.688860 0.589 -0.632 0.635
C -11.465130 -19.794140 19.920140 0.283 2.421 -0.468
O -12.128580 -19.099790 20.613190 -2.613 2.048 2.058
N -11.044350 -19.467220 18.716010 0.544 -0.290 -2.312
N -10.909730 -20.868260 20.382350 2.192 -4.831 1.324
H -10.239500 -19.967310 18.366400 -0.320 0.587 -0.314
H -11.429630 -18.639050 18.284980 0.068 0.303 -0.397
H -10.618010 -21.531730 19.678920 0.141 -0.333 0.780
H -10.957990 -21.077460 21.369270 -0.212 -0.139 -0.541
C -11.826220 -13.208980 12.061360 -2.395 0.864 -1.172
O -12.925890 -12.777440 11.729400 -0.782 1.876 -1.205
N -10.659920 -12.805850 11.644870 3.363 1.907 -2.024
N -11.780870 -14.131810 12.913750 0.387 -4.459 4.036
H -10.607840 -12.163990 10.866790 0.144 -0.260 0.303
H -9.834030 -13.244940 12.025920 -0.103 0.374 -0.370
H -12.630320 -14.390160 13.395190 -0.102 -0.494 0.227
H -10.953370 -14.633140 13.203610 -0.178 0.116 0.108
C -14.012340 -10.933560 15.013660 0.871 -0.833 -1.420
O -14.615390 -10.822910 16.048990 -1.243 0.462 2.096
N -13.956410 -9.923300 14.132300 -0.742 2.645 -0.751
N -13.375380 -12.005420 14.585070 0.928 -1.318 0.313
H -14.705410 -9.268660 14.307070 0.431 0.225 -0.358
H -13.440630 -9.876620 13.265190 -0.303 -0.446 0.284
H -13.019360 -12.022020 13.640040 -0.283 -0.382 0.086
H -13.345710 -12.833650 15.162350 0.056 -0.211 -0.239
C -14.131240 -12.904330 19.097420 3.065 -1.285 0.712
O -13.610180 -13.710590 19.842480 -0.360 -0.967 2.541
N -13.894270 -12.945490 17.843800 0.325 -0.617 -4.920
N -14.650170 -11.755840 19.415330 -2.705 3.701 2.422
H -14.035320 -12.099930 17.309730 -0.046 -0.433 -0.425
H -13.282610 -13.672810 17.501770 -0.077 -0.219 -0.103
H -15.018930 -11.196870 18.659240 0.009 0.197 0.540
H -14.644160 -11.432310 20.372100 -0.243 -0.169 -0.404
C -10.852680 -21.195610 14.501930 -0.028 -0.055 0.832
C -11.205890 -19.920600 13.782940 1.150 0.540 0.467
C -10.358500 -19.707010 12.517540 -0.395 0.170 0.031
O -8.961380 -19.995410 12.655560 0.130 -0.073 -0.204
C -8.161490 -19.032810 13.315340 -0.620 0.880 -0.028
N -12.635990 -19.930340 13.568760 -0.481 0.433 -0.704
H -11.467910 -21.319140 15.393180 -0.602 0.091 -0.192
H -9.870180 -21.197500 14.973950 0.481 -0.167 -0.754
H -11.068400 -22.020220 13.822530 0.408 -0.292 0.150
H -11.039740 -19.044820 14.410230 0.702 0.018 0.371
H -10.529700 -18.691330 12.160930 0.301 0.491 0.187
H -10.748050 -20.292770 11.684930 0.220 -0.652 0.089
H -8.409580 -18.917930 14.370500 0.118 -0.342 0.216
H -8.286540 -18.027550 12.912940 -0.507 0.246 -0.346
H -7.091730 -19.179740 13.166580 -0.102 -0.871 0.091
H -12.947920 -19.430360 14.389020 -0.755 -0.406 0.922
H -12.855650 -19.150610 12.965540 -0.107 0.097 -1.025
C -7.508110 -16.415000 16.906140 0.915 0.870 0.085
C -8.241090 -15.352860 17.736170 -1.286 -1.333 -2.189
C -8.817960 -14.111770 16.877550 -1.259 -1.378 2.699
O -7.899980 -13.166050 16.610030 3.095 2.187 -0.113
C -7.468960 -12.364860 17.769840 -0.765 -1.975 -1.556
N -9.308850 -16.132070 18.330100 0.245 0.853 1.117
H -6.551280 -15.941520 16.686140 0.195 -0.277 -1.021
H -8.078490 -16.776800 16.050650 0.125 0.271 -0.167
H -7.252290 -17.273510 17.527110 -0.262 0.016 0.204
H -7.474050 -15.066920 18.455890 -0.474 0.612 0.369
H -9.553310 -13.603830 17.501540 -0.549 -0.335 0.826
H -9.472520 -14.283420 16.023040 0.644 -0.964 -0.428
H -6.649750 -11.826580 17.293140 -0.445 0.909 0.745
H -7.109050 -12.940680 18.622490 0.497 -0.541 -0.279
H -8.385490 -11.956850 18.196000 0.159 1.244 -0.359
H -9.898450 -16.518410 17.606770 -0.344 0.016 -0.071
H -9.874340 -15.508130 18.887810 -0.607 -0.228 0.081
O -15.554420 -17.782610 12.965380 -0.111 -0.037 -0.538
H -16.474070 -18.047540 12.982020 -0.161 -0.052 0.038
H -15.277880 -17.817940 13.881080 0.469 0.128 0.596
O -14.066770 -16.413490 19.836050 -0.420 -0.621 0.851
H -13.838680 -15.488920 19.932910 0.030 0.599 -0.125
H -13.440740 -16.749170 19.194460 0.239 -0.188 -0.258
O -15.741540 -18.333880 18.497600 -0.777 -0.884 -0.040
H -15.173250 -17.890320 17.867900 0.314 0.461 -0.194
H -15.637730 -17.834710 19.307710 0.436 0.421 0.131
```
Forces are in eV/Å.

Computed properties:
- Strongest force on any atom: 6.0 eV/Å
- Spin multiplicity: 2
- Calculated total energy: -4543.507531 hartree
- Orbital gap (spin up / spin down): 3.2 / 8.0 eV
- Expectation value of S²: 0.752
- Total charge: -2
- HOMO (spin up / spin down): 0.0353 / -0.1429 Eh

Löwdin atomic charge list, values in e, 8 entries: atom 1 (As): 0.952, atom 2 (F): -0.344, atom 3 (F): -0.382, atom 4 (F): -0.381, atom 5 (F): -0.342, atom 6 (F): -0.378, atom 7 (F): -0.376, atom 8 (C): -0.826


This record from the Open Molecules 2025 dataset describes a structure of composition C12H44B2In2O12. The level of theory is wB97M-V/def2-TZVPD.

```
72
Properties=species:S:1:pos:R:3:forces:R:3
In 6.917490 24.079130 13.886840 -1.202 2.368 1.632
In 4.788300 20.190960 14.935110 0.219 0.944 0.327
B 6.804850 21.578290 13.985280 1.508 2.539 -0.838
H 6.127150 22.067800 13.303110 -2.122 1.980 -3.629
H 7.816840 21.604460 13.611860 3.865 -0.715 -1.228
H 6.646840 21.973020 14.976970 0.904 1.532 2.441
H 6.565540 20.526170 13.980930 -1.084 -4.555 -0.471
B 4.948830 22.967930 15.181030 1.152 0.828 -2.483
H 5.385010 23.938190 15.361540 1.697 1.250 0.379
H 3.877410 22.981310 15.307980 -2.520 2.805 1.838
H 5.088470 22.824130 14.120810 -0.333 -1.522 -1.521
H 5.340940 22.105450 15.697390 2.125 -0.024 0.254
C 1.762230 23.345550 13.194010 -3.076 0.391 -0.636
C 2.852830 22.380290 12.830740 -1.403 -0.670 -2.631
O 3.293260 21.690220 14.000900 -1.175 -3.520 -1.521
O 2.235240 24.356080 14.018380 -0.137 0.689 2.122
H 0.846400 22.999910 13.673490 0.269 -1.360 0.096
H 1.294770 23.929620 12.401270 0.581 -0.931 -1.375
H 3.570450 22.957260 12.247450 0.799 -0.362 0.614
H 2.524920 21.608140 12.134790 -0.493 0.203 0.062
H 3.349920 22.404310 14.640010 -0.302 -0.430 0.704
H 1.505430 24.909600 14.305760 -0.218 0.060 0.122
C 8.510010 26.230680 15.935190 -0.795 -0.316 1.042
C 7.105660 26.685720 15.865770 -0.732 0.603 -0.030
O 6.205510 25.558300 15.579390 6.688 6.192 -7.287
O 8.738490 25.520460 14.712920 0.563 -0.704 -0.234
H 8.633510 25.571720 16.794620 0.433 -0.022 -0.361
H 9.099930 27.142070 16.032430 0.516 -0.274 -0.271
H 7.072100 27.481420 15.121570 -0.603 -0.212 -0.007
H 6.847360 27.118390 16.832300 -0.317 0.011 0.035
H 6.003520 25.276080 16.474460 0.174 0.091 1.630
H 9.522220 25.955910 14.369750 0.474 -0.535 -0.952
C 5.992580 23.947910 18.324080 0.166 1.029 4.182
C 7.235300 23.129140 18.493750 -1.045 -0.010 -1.219
O 8.228330 23.998260 18.120170 2.096 0.156 -0.914
O 5.687440 24.415510 17.047140 2.626 -5.766 7.924
H 6.217990 24.829890 18.923590 -0.412 0.227 0.282
H 5.207690 23.446960 18.890730 -0.569 0.342 -0.599
H 7.057120 22.363380 17.738790 1.292 0.057 0.162
H 7.455930 22.697450 19.470010 -0.685 -0.072 0.168
H 8.384220 24.577870 18.869400 0.419 0.157 0.232
H 4.833620 24.015720 16.866140 -0.659 0.637 -0.337
C 2.719410 23.152390 17.706260 0.034 -2.253 0.286
C 3.454350 21.814640 17.843160 -0.426 0.031 1.553
O 4.042340 21.413860 16.635850 -6.106 -3.882 2.021
O 3.644990 24.184300 17.334660 -5.792 -0.858 1.529
H 2.232710 23.260260 18.675580 0.002 0.812 -0.012
H 1.967280 22.997670 16.932640 -0.223 0.303 -0.022
H 2.842760 21.052620 18.326260 -0.399 -0.002 -0.509
H 4.311140 21.876100 18.514160 -0.147 0.351 0.513
H 4.389050 22.209990 16.226500 -0.056 0.570 0.334
H 3.046060 24.917680 17.176410 0.312 0.867 -0.221
C 7.223660 18.832580 16.481570 0.716 0.447 0.024
C 7.265740 20.383210 16.413890 3.155 -1.956 1.456
O 6.030340 20.970100 16.714150 2.474 -2.809 -0.994
O 6.442820 18.385930 15.354000 -1.964 1.937 -0.364
H 6.825000 18.409490 17.403610 0.080 0.074 0.062
H 8.167420 18.375010 16.184820 0.624 0.516 0.974
H 7.655590 20.601090 15.419590 -0.193 0.058 0.898
H 7.924270 20.882690 17.124490 0.895 -0.946 -0.091
H 5.944120 20.987030 17.670120 -0.477 -0.461 0.492
H 6.626950 17.452060 15.229160 -0.577 -0.721 -0.441
C 5.304240 26.770230 13.315480 -0.847 0.621 -1.174
C 4.386400 25.781080 14.065510 -1.349 1.416 0.163
O 4.444900 24.435430 13.614690 3.173 3.863 -3.623
O 6.664420 26.365720 13.047790 -0.407 -2.661 0.669
H 5.392850 27.749600 13.785680 -0.541 -0.220 0.545
H 4.844350 26.971630 12.347990 -0.018 -0.135 -0.116
H 3.363600 26.132120 13.928620 0.289 0.391 -0.442
H 4.583550 25.768170 15.137460 -0.953 0.469 -0.892
H 3.746420 23.957720 14.068030 -0.138 0.963 0.085
H 7.193840 27.061440 12.651210 0.173 0.124 -0.408
```
Forces are in eV/Å.

Computed properties:
- Strongest force on any atom: 11.7 eV/Å
- Calculated total energy: -1813.922191 hartree
- Orbital gap: 4.8 eV
- Total charge: +4
- HOMO: -0.7675 Eh

Löwdin atomic charge list, values in e, 8 entries: atom 1 (In): 1.536, atom 2 (In): 1.586, atom 3 (B): -0.356, atom 4 (H): 0.032, atom 5 (H): 0.068, atom 6 (H): -0.016, atom 7 (H): 0.050, atom 8 (B): -0.583


This record from the Open Molecules 2025 dataset describes a cluster of 12 separate species, C12H48N12O12 in total. The level of theory is wB97M-V/def2-TZVPD.

```
84
Properties=species:S:1:pos:R:3:forces:R:3
C -0.986114 2.734169 2.502755 0.421 0.496 -1.001
O -2.048516 3.335507 3.235730 -0.036 -0.331 0.170
H -0.343823 3.481574 2.018243 -0.107 -0.048 0.166
H -0.353326 2.134710 3.146588 -0.127 0.063 0.418
H -1.305014 2.070890 1.690501 -0.326 0.023 0.145
H -2.565443 3.918668 2.664124 0.290 -0.167 0.018
C 2.164631 4.294569 -0.750550 0.673 0.657 0.420
O 0.884773 3.921867 -0.278019 -0.030 -0.382 -0.343
H 2.852154 4.471955 0.085761 0.069 -0.436 -0.077
H 2.618495 3.591625 -1.452433 -0.054 -0.223 0.120
H 2.149734 5.262258 -1.253464 -0.565 0.017 -0.182
H 0.884855 2.950139 -0.171514 -0.154 0.291 0.026
C 0.636630 -0.998447 3.717461 -0.477 0.553 1.038
O -0.705441 -0.480254 3.669231 -0.528 -1.010 -1.335
H 1.316913 -0.164152 3.542738 0.352 -0.229 0.321
H 0.709878 -1.503818 4.682481 0.745 0.304 0.096
H 0.832224 -1.771121 2.983443 -0.626 0.172 -0.388
H -0.877613 0.230450 4.280485 0.475 0.218 0.403
C 0.289138 2.530334 -3.432866 0.123 -0.436 -0.657
O 0.325573 1.267972 -4.115955 1.129 -0.511 0.373
H 0.625781 3.297769 -4.120466 -0.931 0.615 -0.304
H -0.681039 2.596769 -2.956075 -0.074 0.832 -0.010
H 1.078248 2.620134 -2.695807 -0.006 -0.893 0.462
H -0.397460 1.128990 -4.731318 -0.178 0.470 0.170
C -3.997343 0.223415 1.976463 0.345 1.180 0.015
O -4.157179 1.511487 2.543395 0.221 0.653 -0.171
H -4.796061 0.212429 1.252192 -0.487 -1.126 0.092
H -3.077794 0.134925 1.381506 0.115 -0.043 0.207
H -3.989545 -0.449685 2.824827 -0.352 -0.960 -0.431
H -3.310402 1.829140 2.868615 0.089 0.281 0.301
C 2.751174 3.016220 2.670137 -0.714 0.154 -0.168
O 3.920719 3.659753 2.203996 0.109 -0.223 0.106
H 2.312537 2.449712 1.850131 0.145 -0.015 -0.134
H 2.894676 2.323473 3.501077 0.389 -0.002 0.132
H 1.992554 3.744542 2.970441 -0.008 0.027 0.046
H 4.169864 4.329315 2.844056 0.078 0.033 0.048
C -1.559897 -3.961353 2.650837 0.239 0.638 0.603
O -1.298065 -5.099108 2.348806 0.227 -1.009 -0.391
N -1.267267 -3.523508 3.946769 -0.333 -0.112 -1.042
N -2.071928 -3.075721 1.731589 0.000 -0.062 1.427
H -1.525771 -2.626892 4.294308 -0.111 0.410 0.073
H -0.935026 -4.233950 4.573834 -0.165 0.008 -0.059
H -2.035527 -3.369699 0.771950 -0.048 0.047 -0.253
H -2.336470 -2.141522 1.989307 0.015 -0.030 -0.044
C -3.866977 0.114151 -1.656300 0.791 0.284 1.440
O -4.002678 -1.091634 -1.826465 0.351 0.093 -0.511
N -2.596592 0.736709 -1.564952 -2.779 -0.496 -0.535
N -5.005703 0.840230 -1.391365 1.464 0.307 -0.436
H -1.796410 0.133853 -1.553804 0.290 -0.133 -0.043
H -2.539454 1.662068 -1.186914 0.220 0.118 0.104
H -5.843664 0.301085 -1.472915 -0.299 0.165 0.102
H -4.990333 1.808832 -1.122186 -0.212 -0.115 -0.083
C 2.661619 -3.793067 -0.704008 0.944 1.178 -0.379
O 2.072565 -4.806527 -0.993230 0.101 -0.735 -0.869
N 3.614446 -3.147209 -1.553304 -1.784 -0.614 1.277
N 2.397588 -3.189174 0.482226 0.130 0.401 0.392
H 4.208169 -2.447594 -1.159244 0.330 0.075 0.085
H 3.960926 -3.689637 -2.314860 0.179 -0.266 -0.168
H 2.728934 -2.292768 0.781444 0.212 0.185 -0.306
H 1.575907 -3.512581 0.960647 -0.137 -0.250 -0.069
C -1.151362 -3.490901 -1.988785 -0.462 -1.675 0.058
O -0.917547 -3.209803 -0.808883 0.074 1.061 0.221
N -0.266296 -4.320172 -2.609348 -0.197 0.416 -0.300
N -2.310256 -3.150293 -2.598063 0.383 0.208 -0.046
H 0.418276 -4.734991 -1.990848 0.209 0.031 -0.075
H -0.412458 -4.725238 -3.513662 -0.162 0.033 -0.063
H -2.925083 -2.455366 -2.173221 0.166 -0.037 -0.027
H -2.544973 -3.467572 -3.517623 0.148 -0.074 -0.153
C 3.862808 1.350003 -2.975483 -0.894 -0.105 -0.692
O 4.752627 1.921373 -2.409501 0.949 0.452 0.810
N 3.519700 1.745597 -4.272696 0.075 -0.971 0.944
N 3.106675 0.352119 -2.318057 0.351 0.755 -0.929
H 4.013428 2.574730 -4.550206 0.006 0.038 -0.037
H 2.588531 1.620146 -4.618449 -0.353 -0.200 -0.016
H 3.440487 0.226451 -1.378471 0.135 0.059 0.121
H 2.921374 -0.526004 -2.773227 -0.112 0.035 -0.329
C 0.207195 0.034898 -0.176818 1.190 -0.523 -1.654
O 0.498211 1.153783 0.193296 0.191 2.036 -0.195
N 0.405046 -0.380866 -1.503582 -1.051 -0.146 2.191
N -0.219387 -0.833257 0.755291 -0.912 -1.603 -0.456
H 0.306254 -1.368379 -1.689250 -0.002 0.131 -0.260
H 0.720722 0.290378 -2.187651 0.164 -0.280 0.083
H -0.765356 -0.384906 1.469973 0.280 0.123 0.556
H -0.615445 -1.724001 0.455186 0.216 0.146 -0.157
```
Forces are in eV/Å.

Computed properties:
- SMILES string: NC(N)=O.NC(N)=O.NC(N)=O.NC(N)=O.NC(N)=O.NC(N)=O.CO.CO.CO.CO.CO.CO
- Strongest force on any atom: 2.9 eV/Å
- Calculated total energy: -2046.122668 hartree
- Orbital gap: 9.7 eV
- HOMO: -0.3483 Eh

Löwdin atomic charge list, values in e, 8 entries: atom 1 (C): -0.145, atom 2 (O): -0.118, atom 3 (H): 0.074, atom 4 (H): 0.068, atom 5 (H): 0.062, atom 6 (H): 0.096, atom 7 (C): -0.157, atom 8 (O): -0.148